# C4H11NO2P

2 unconnected molecules or ions with the total composition C4H11NO2P (ωB97M-V with the def2-TZVPD basis set, the OMol25 dataset).

Kohn-Sham gap (spin up / spin down)	8.1949 / 5.8110	eV
energy relative to the best compared isomer or geometry (same formula, charge and spin)	201.24	kJ/mol
electronic energy	-19200.7982	eV

```
! wB97M-V def2-TZVPD RIJCOSX def2/J DEFGRID3
* xyz -1 1
C 2.7714 -0.9115 -0.7982
C 0.4694 -0.5180 -1.8654
C -2.6411 0.0486 1.4654
C 1.2970 -1.1355 -0.7890
N -1.9941 1.2078 0.9063
O 0.1288 2.7497 0.7171
O -0.2655 1.4243 2.8796
P -0.3374 1.5022 1.3895
H 3.3165 -1.8422 -0.5873
H 3.0965 -0.5429 -1.7710
H 3.0853 -0.1826 -0.0412
H 0.8839 -0.7553 -2.8524
H 0.4262 0.5796 -1.7924
H -0.5578 -0.8902 -1.8244
H -2.4982 -0.8582 0.8698
H -2.2063 -0.0994 2.4524
H -3.7161 0.2358 1.5713
H 0.8259 -1.3013 0.1692
H -2.0845 1.2892 -0.0994
*
```


# C23H24N2O5S

A single C23H24N2O5S molecule at a distorted geometry (ωB97M-V with the def2-TZVPD basis set, the OMol25 dataset).

Kohn-Sham gap	7.8920	eV
energy relative to the best compared isomer or geometry (same formula, charge and spin)	291.24	kJ/mol
electronic energy	-48291.8828	eV

```
! wB97M-V def2-TZVPD RIJCOSX def2/J DEFGRID3
* xyz 0 1
C -1.7439 -5.8698 1.1413
O -1.7410 -4.4717 0.9845
C -0.7446 -3.8990 0.2476
C 0.2841 -4.6061 -0.3897
C 1.2908 -3.9151 -1.0114
C 1.2969 -2.5124 -1.0630
N 2.4097 -1.9009 -1.5327
C 2.4937 -0.6216 -1.3088
C 1.4450 0.1920 -0.8703
S 1.9691 1.8173 -0.3310
O 2.0121 2.7685 -1.4183
O 1.1833 2.1807 0.8251
C 3.6540 1.5468 0.2434
C 4.7049 2.1725 -0.3972
C 5.9923 1.9900 0.0812
C 6.2083 1.1884 1.1907
C 5.1434 0.5722 1.8306
C 3.8555 0.7530 1.3565
C 0.1572 -0.3585 -0.7501
N -0.9769 0.3383 -0.9271
C -2.3117 -0.2152 -0.9666
C -3.1079 0.2734 0.2431
C -3.1781 1.8036 0.2225
C -1.7662 2.4025 0.0793
C -1.0491 1.7706 -1.1124
O -3.8214 2.2550 1.3939
C -4.4778 3.4617 1.0765
C -4.6598 3.4066 -0.4560
O -4.0111 2.2173 -0.8489
C 0.1736 -1.7971 -0.5599
C -0.7905 -2.5188 0.1550
H -2.6028 -6.0915 1.7729
H -1.8611 -6.3833 0.1815
H -0.8325 -6.2223 1.6345
H 0.3187 -5.6834 -0.3579
H 2.1362 -4.4307 -1.4378
H 3.4441 -0.1554 -1.5329
H 4.4939 2.7917 -1.2552
H 6.8238 2.4724 -0.4100
H 7.2121 1.0456 1.5623
H 5.3174 -0.0467 2.6977
H 3.0058 0.2954 1.8387
H -2.2891 -1.3003 -1.0270
H -2.8040 0.1679 -1.8679
H -2.6333 -0.0238 1.1781
H -4.1225 -0.1233 0.2179
H -1.1969 2.2196 0.9905
H -1.8350 3.4798 -0.0700
H -0.0675 2.2122 -1.2419
H -1.6350 1.9621 -2.0198
H -5.4248 3.4796 1.6184
H -3.8703 4.3239 1.3768
H -4.2055 4.2750 -0.9474
H -5.7081 3.3317 -0.7543
H -1.5573 -2.0207 0.7247
*
```


# C11H24MgNO6

A molecular structure, C11H24MgNO6 at a distorted geometry (ωB97M-V with the def2-TZVPD basis set, the OMol25 dataset).

Kohn-Sham gap	6.7735	eV
electronic energy	-31017.5437	eV

```
! wB97M-V def2-TZVPD RIJCOSX def2/J DEFGRID3
* xyz -1 1
Mg 0.0795 -0.3426 0.1016
C -3.8818 -1.5199 1.1766
C -2.5058 -0.7915 1.0348
O -1.2956 -1.5224 0.8242
H -3.8654 -1.9911 2.1594
H -4.1289 -2.2873 0.4430
H -4.6693 -0.7669 1.2070
H -2.4648 -0.1420 1.9092
H -2.6564 -0.1664 0.1547
C 3.9794 0.0009 1.2998
C 2.7409 -0.8563 1.9054
O 1.5817 -0.9983 1.1634
H 4.7719 0.1170 2.0391
H 3.6857 0.9974 0.9700
H 4.4953 -0.4910 0.4751
H 2.5641 -0.5115 2.9241
H 3.1302 -1.8695 2.0060
C -0.8815 3.7224 0.5053
C 0.1736 2.8644 -0.2928
O -0.1056 1.4899 -0.4228
H -1.0881 3.2470 1.4642
H -1.7653 3.8893 -0.1105
H -0.3774 4.6509 0.7733
H 1.0246 2.9410 0.3840
H 0.4828 3.3145 -1.2361
C 1.7971 -1.7922 -5.0790
O 1.7542 -1.3588 -3.7491
C 0.6143 -1.4184 -2.9416
O 0.5752 -1.1031 -1.6910
O -0.4587 -1.7804 -3.6449
C -1.7200 -1.7612 -3.0719
H 1.5264 -2.8476 -5.1123
H 2.7893 -1.7101 -5.5227
H 1.1315 -1.2623 -5.7604
H -2.4999 -1.9642 -3.8059
H -2.1074 -0.8383 -2.6402
H -1.7901 -2.6393 -2.4299
C -0.2364 0.9053 3.4521
C 0.2857 1.8809 4.3530
N 0.7230 2.5837 5.1639
H -0.7532 0.0990 3.9726
H 0.4339 0.6119 2.6441
H -1.0888 1.4171 3.0054
*
```


# C2H12NO2S2

3 unconnected molecules or ions with the total composition C2H12NO2S2 at a distorted geometry (ωB97M-V with the def2-TZVPD basis set, the OMol25 dataset).

Kohn-Sham gap	8.9197	eV
energy relative to the best compared isomer or geometry (same formula, charge and spin)	103.10	kJ/mol
electronic energy	-29517.2940	eV

```
! wB97M-V def2-TZVPD RIJCOSX def2/J DEFGRID3
* xyz 1 1
N -1.3205 0.3343 0.9331
C -0.0348 -0.4823 0.7641
C 0.6643 -1.0555 1.9371
S 2.2121 -0.3660 2.4728
S 2.5866 1.3512 1.3263
H -1.9649 -0.0979 1.5990
H 0.8951 2.1865 -2.7754
H -1.1108 1.3043 1.1711
H 0.5691 0.1965 0.1323
H -0.4164 -1.3514 0.1973
H 0.1234 -1.3674 2.8544
H 1.0800 -2.0668 1.7115
H 3.3495 0.8637 0.2787
H -1.0517 -0.9765 -2.8055
H -2.5630 -0.6015 -2.3927
O -1.6411 -0.6332 -2.1303
H 0.0471 0.9395 -2.9972
H -1.8204 0.3139 0.0350
O 0.3964 1.5085 -2.3115
*
```


# C52H54BrClN8O5Zr

A molecular structure, C52H54BrClN8O5Zr at a distorted geometry (ωB97M-V with the def2-TZVPD basis set, the OMol25 dataset).

Kohn-Sham gap	5.7516	eV
energy relative to the best compared isomer or geometry (same formula, charge and spin)	316.86	kJ/mol
electronic energy	-160798.2546	eV

```
! wB97M-V def2-TZVPD RIJCOSX def2/J DEFGRID3
* xyz 0 1
Zr 0.4448 0.5512 0.9958
C 4.6606 -3.0457 -0.8895
C 3.3389 -3.7801 -1.1286
C 2.2000 -3.1579 -0.3522
C 1.9543 -3.5726 0.8941
C 2.6562 -4.6346 1.6826
C 1.7772 -5.8672 1.8982
C 0.8989 -2.7265 1.4697
N 0.3645 -1.9113 0.5510
C 1.0788 -2.1665 -0.6974
C 0.1332 -0.9122 -2.1670
C -0.9046 0.1238 -1.9703
C -1.6179 0.6848 -3.1359
C -1.9195 -0.0813 -4.3818
C -2.5817 -1.4304 -4.1127
C -1.7711 1.9838 -2.8586
C -1.3124 2.1909 -1.4642
C -1.7876 3.2307 -0.5850
C -1.9713 2.9801 0.8352
N -1.3521 1.9790 1.5486
C -1.8134 2.1933 2.8385
C -1.4636 1.4207 3.9735
C -0.7972 0.2628 4.0345
N -0.3170 -0.4923 2.9336
C 0.1512 -1.6213 3.5043
C 0.7258 -2.6948 2.8298
C 0.0258 -1.6166 4.9512
C -0.5629 -0.4489 5.2743
C -0.9753 0.0324 6.6286
C -2.4354 -0.3006 6.9435
C 0.4561 -2.7346 5.8475
C -0.5543 -3.8821 5.8969
C -2.6792 3.2743 2.9168
C -2.7874 3.7801 1.6125
C -3.6517 4.9141 1.1458
C -4.9454 4.4545 0.4712
C -3.3735 3.7857 4.1418
C -4.7076 3.0852 4.4026
N -0.8327 0.9183 -0.9596
C -2.3294 3.0767 -3.7056
C -3.8608 3.0874 -3.6905
H 5.4965 -3.6010 -1.3168
H 4.8430 -2.9256 0.1804
H 4.6550 -2.0496 -1.3328
H 3.4397 -4.8125 -0.7888
H 3.1448 -3.8475 -2.1877
H 2.9578 -4.2166 2.6452
H 3.5812 -4.9253 1.1850
H 0.8101 -5.5937 2.3220
H 2.2549 -6.5779 2.5726
H 1.5899 -6.3746 0.9505
H 0.4657 -0.6387 -3.1760
H -0.9922 -0.2331 -4.9471
H -2.5609 0.5276 -5.0203
H -1.9072 -2.1121 -3.5938
H -2.8734 -1.9106 -5.0459
H -3.4751 -1.3171 -3.4970
H -2.4451 3.9788 -1.0141
H -1.8176 1.8116 4.9185
H 1.1797 -3.4712 3.4229
H -0.8173 1.1105 6.7014
H -0.3257 -0.4208 7.3801
H -3.1035 0.1273 6.1947
H -2.7264 0.0882 7.9199
H -2.5953 -1.3794 6.9463
H 0.6186 -2.3429 6.8540
H 1.4249 -3.1194 5.5173
H -1.5153 -3.5331 6.2768
H -0.2095 -4.6923 6.5406
H -0.7267 -4.2908 4.9000
H -3.0927 5.5656 0.4676
H -3.9070 5.5407 2.0030
H -4.7363 3.8779 -0.4319
H -5.5786 5.2981 0.1924
H -5.5154 3.8045 1.1368
H -3.5384 4.8609 4.0374
H -2.7268 3.6779 5.0155
H -5.4053 3.2602 3.5817
H -5.1757 3.4367 5.3238
H -4.5642 2.0057 4.4810
H -1.9645 2.9603 -4.7289
H -1.9435 4.0338 -3.3460
H -4.2630 2.1486 -4.0726
H -4.2503 3.8989 -4.3044
H -4.2397 3.2194 -2.6767
Br -0.9690 1.3516 -7.8816
C 0.6168 0.7035 -7.0809
C 1.0139 -0.5986 -7.3309
C 2.2105 -1.0479 -6.7935
C 2.9710 -0.2243 -5.9792
C 2.5585 1.0793 -5.7269
C 1.3797 1.5478 -6.2864
N 4.2969 -0.7319 -5.6443
N 4.8103 -0.6057 -4.5235
C 4.0475 -0.1254 -3.3909
C 4.5944 0.9610 -2.7073
C 3.9782 1.5361 -1.6054
C 2.8034 0.9505 -1.1135
O 2.0921 1.4031 -0.1011
C 2.3793 -0.2195 -1.7409
N 1.2100 -0.7445 -1.1764
C 0.2842 -2.4333 -2.0210
C 1.2823 -2.7462 -3.1304
C 2.3475 -2.0143 -3.4960
C 2.9164 -0.7706 -2.8994
H 0.4177 -1.2395 -7.9652
H 2.5743 -2.0418 -7.0206
H 3.1632 1.7405 -5.1251
H 1.0679 2.5692 -6.1196
H 5.5163 1.3810 -3.0918
H 4.3844 2.4179 -1.1292
H -0.5788 -3.0933 -1.9942
H 1.1328 -3.6783 -3.6640
H 2.9422 -2.4350 -4.2995
O 3.0565 3.2437 2.1849
Cl 1.6286 3.1714 1.9545
O 0.9030 4.0738 2.8119
O 1.2477 1.7024 2.4966
O -0.4527 3.2725 -1.1485
N 3.8067 -0.1487 2.1793
C 2.7499 -0.3893 1.7715
H 4.5863 0.4027 2.4787
*
```


# C15H32Br4N3O6V

A molecular structure, C15H32Br4N3O6V at a distorted geometry (ωB97M-V with the def2-TZVPD basis set, the OMol25 dataset).

Kohn-Sham gap (spin up / spin down)	3.2433 / 3.7541	eV
electronic energy	-338678.0852	eV

```
! wB97M-V def2-TZVPD RIJCOSX def2/J DEFGRID3
* xyz 1 2
O -1.1036 -1.0279 -4.6204
V -1.6488 -0.7773 -3.1717
C 0.2016 -1.0880 0.3212
C -0.5212 -1.0194 -0.9523
O 0.0468 -1.2586 -2.0721
O -1.7789 -0.8130 -1.0160
H 1.0280 -1.7895 0.1587
H -0.3981 -1.6087 1.0633
H 0.6013 -0.1220 0.6179
C -5.6334 0.9388 2.2819
O -5.1817 -0.0019 2.8876
N -5.1088 1.4418 1.1169
C -5.4068 2.7956 0.7251
C -3.9810 0.7826 0.5519
H -6.5519 1.4614 2.5921
H -4.5008 3.4062 0.6530
H -6.0867 3.2731 1.4260
H -5.8824 2.8427 -0.2621
H -3.1462 1.4981 0.4870
H -3.6272 0.0371 1.2666
H -4.1146 0.3050 -0.4219
C 3.7432 -2.2063 1.4680
O 4.1404 -1.5253 2.3818
N 4.4757 -2.5713 0.3935
C 3.8816 -3.3730 -0.6561
C 5.8899 -2.2355 0.3118
H 2.7316 -2.6556 1.4430
H 4.4951 -3.3239 -1.5509
H 2.8680 -3.0334 -0.8750
H 3.8293 -4.4352 -0.3869
H 6.3439 -2.9008 -0.4155
H 6.0218 -1.1752 0.1064
H 6.4025 -2.4200 1.2585
C 1.2098 4.4478 -0.5421
O 1.1441 5.3345 -1.3515
N 0.2365 4.1465 0.3626
C 0.3332 3.0054 1.2146
C -0.9912 4.9251 0.3866
H 2.0765 3.7697 -0.4272
H -0.2826 2.1657 0.8593
H -0.0118 3.2589 2.2189
H 1.3733 2.6941 1.3155
H -1.4662 4.7554 1.3495
H -0.7432 5.9644 0.2102
H -1.6707 4.5281 -0.3739
Br -0.3168 -4.6062 -0.5166
C -1.5508 -4.4787 1.0388
C -2.8554 -3.9176 0.5817
Br -4.2457 -4.4632 1.8214
H -1.0109 -3.8501 1.7372
H -1.6085 -5.4914 1.4147
H -3.1734 -4.3087 -0.3787
H -2.8509 -2.8323 0.5130
Br 3.2541 1.3418 -4.5105
C 2.6618 0.5456 -2.8501
C 3.1575 1.2606 -1.6197
Br 5.0195 0.9109 -1.3223
H 3.0318 -0.4746 -2.8583
H 1.5789 0.6133 -2.8894
H 2.5988 0.9994 -0.7236
H 3.0739 2.3348 -1.7711
*
```


# C17H17LaN

A molecular structure, C17H17LaN at a distorted geometry (ωB97M-V with the def2-TZVPD basis set, the OMol25 dataset).

Kohn-Sham gap	5.7232	eV
energy relative to the best compared isomer or geometry (same formula, charge and spin)	240.83	kJ/mol
electronic energy	-20246.5949	eV

```
! wB97M-V def2-TZVPD RIJCOSX def2/J DEFGRID3
* xyz -1 1
C 1.9186 -0.8948 -1.0705
C 0.8565 -0.9817 -2.0147
C -0.1127 -1.8902 -1.5018
C 0.3432 -2.3549 -0.2373
C 1.5984 -1.7365 0.0327
La 0.0000 0.0000 0.0000
N 0.7650 1.2318 1.1543
C 0.5318 2.3638 0.1836
C -0.1733 1.7953 -1.0735
H -1.0591 -2.1515 -1.9793
H 0.7936 -0.4463 -2.9622
H -0.1885 -3.0377 0.4272
H 2.1985 -1.8694 0.9352
H 2.8016 -0.2584 -1.1538
H 0.3951 1.9737 -1.9975
H -0.0847 3.1441 0.6745
H 1.3748 1.4844 1.9323
H -1.2153 2.1336 -1.1777
H 1.5049 2.8138 -0.0959
C -5.7750 -0.6385 1.8653
C -5.0313 -0.4336 0.6984
C -3.6355 -0.3557 0.7545
C -2.9786 -0.4813 1.9843
C -1.5838 -0.3963 2.0620
C -0.9441 -0.5177 3.2996
C -1.6830 -0.7259 4.4643
C -3.0743 -0.8112 4.4032
C -3.7321 -0.6897 3.1694
C -5.1303 -0.7667 3.0979
H -6.8547 -0.6964 1.8162
H -5.5396 -0.3337 -0.2512
H -3.0719 -0.1941 -0.1566
H 0.1348 -0.4520 3.3518
H -1.1745 -0.8193 5.4159
H -3.6335 -0.9701 5.3177
H -5.7207 -0.9233 3.9934
*
```


# C3H2N4O

A molecular structure, C3H2N4O at a distorted geometry (ωB97M-V with the def2-TZVPD basis set, the OMol25 dataset).

Kohn-Sham gap	9.2547	eV
energy relative to the best compared isomer or geometry (same formula, charge and spin)	390.18	kJ/mol
electronic energy	-11145.2283	eV

```
! wB97M-V def2-TZVPD RIJCOSX def2/J DEFGRID3
* xyz 0 1
C 0.7219 -0.1748 -1.3633
C -0.6365 0.5783 -0.0691
C 0.4081 -0.4699 0.0906
H 1.5250 0.4105 -1.5964
H 0.5562 -0.9895 -2.0748
N -1.0572 1.2915 0.9869
N -1.1059 0.3148 2.0046
N -0.5165 -0.7654 2.1723
N 0.5916 -1.1150 1.1154
O -0.4867 0.9194 -1.2663
*
```


# C8H21MnN5O

A molecular structure, C8H21MnN5O at a distorted geometry (ωB97M-V with the def2-TZVPD basis set, the OMol25 dataset).

Kohn-Sham gap (spin up / spin down)	7.7839 / 9.6493	eV
energy relative to the best compared isomer or geometry (same formula, charge and spin)	0.00	kJ/mol
electronic energy	-49448.4526	eV

```
! wB97M-V def2-TZVPD RIJCOSX def2/J DEFGRID3
* xyz 1 5
Mn -0.5451 -0.7041 0.2033
N -0.9406 0.2659 2.0109
C -0.0039 1.4264 2.2821
C 0.4603 2.1555 1.0208
N 0.6714 1.2554 -0.1396
C 2.1321 0.8645 -0.2204
C 2.2864 -0.2881 -1.1914
N 1.2384 -1.3210 -1.1132
C 0.0878 1.8496 -1.3246
C -1.4949 1.5199 -1.4965
N -1.8328 0.1591 -1.0638
H -0.7631 -0.4109 2.7846
H -1.9012 0.5472 2.1645
H -0.4985 2.1300 2.9523
H 0.8407 0.9802 2.7850
H -0.1927 2.9963 0.7044
H 1.4536 2.6180 1.3118
H 2.7584 1.7032 -0.6336
H 2.4566 0.4704 0.7637
H 2.3457 0.0624 -2.2662
H 3.2257 -0.7707 -0.9429
H 0.9671 -1.6634 -2.0406
H 1.6138 -2.1006 -0.5440
H 0.2037 2.9442 -1.3156
H 0.4999 1.4969 -2.2781
H -2.1100 2.1986 -0.9524
H -1.7043 1.6832 -2.5695
H -2.8074 0.0610 -0.7052
H -1.6367 -0.5750 -1.7569
N 1.1839 -2.6960 2.1354
C 0.6738 -1.9354 1.3879
C -1.7602 -3.4408 0.0078
O -1.6547 -2.1049 -0.4262
H -1.7714 -4.1487 -0.8455
H -2.6174 -3.5690 0.6940
H -0.8643 -3.6595 0.6176
*
```


# C12H36O6

6 unconnected molecules or ions with the total composition C12H36O6 at a distorted geometry (ωB97M-V with the def2-TZVPD basis set, the OMol25 dataset).

Kohn-Sham gap	10.5193	eV
energy relative to the best compared isomer or geometry (same formula, charge and spin)	344.77	kJ/mol
electronic energy	-25309.6281	eV

```
! wB97M-V def2-TZVPD RIJCOSX def2/J DEFGRID3
* xyz 0 1
C 0.0806 0.7269 3.4929
C 1.2517 1.4114 2.9093
O 2.3708 0.4794 3.0597
H -0.8427 1.3037 3.4389
H 0.3627 0.5563 4.5318
H -0.0895 -0.2314 3.0021
H 1.5319 2.3238 3.4358
H 1.2357 1.5849 1.8333
H 3.1719 0.8369 2.6698
C 1.9363 -4.8908 1.8175
C 1.9918 -3.8510 0.6583
O 3.1693 -4.2563 -0.0072
H 1.3480 -4.6267 2.6963
H 2.8815 -5.3100 2.1624
H 1.3918 -5.7930 1.5388
H 2.0694 -2.8162 0.9920
H 1.2096 -3.9468 -0.0947
H 3.8509 -3.9964 0.6169
C -0.6436 -1.0286 -0.5019
C 0.6450 -0.2623 -0.6990
O 0.2393 1.0394 -1.1028
H -0.4946 -2.0151 -0.0630
H -1.2985 -1.0737 -1.3721
H -1.2448 -0.5164 0.2494
H 1.3199 -0.7774 -1.3826
H 1.2141 -0.1360 0.2221
H -0.0812 1.1449 -2.0016
C 2.0748 4.0037 -1.9984
C 2.1214 4.0679 -3.4643
O 0.8634 3.7931 -4.0791
H 1.5927 3.0602 -1.7428
H 1.5266 4.8735 -1.6364
H 3.0821 3.9628 -1.5840
H 2.9225 3.3982 -3.7772
H 2.5237 5.0102 -3.8363
H 0.6177 2.8722 -3.9646
C -2.3153 2.5272 -4.3138
C -1.8710 1.3596 -3.3555
O -0.6304 1.0526 -3.7590
H -2.0731 2.4402 -5.3730
H -1.8165 3.4365 -3.9785
H -3.3483 2.8631 -4.2239
H -2.5131 0.4788 -3.3493
H -1.9787 1.7032 -2.3267
H -0.6513 0.5064 -4.5482
C -3.0187 -1.7254 4.1734
C -2.9309 -2.1486 2.7004
O -4.0781 -1.6089 2.0438
H -2.3134 -2.2679 4.8030
H -3.9738 -1.6908 4.6976
H -2.7326 -0.6749 4.2252
H -2.8571 -3.2146 2.4852
H -2.0379 -1.7112 2.2539
H -4.7618 -2.2466 1.8258
*
```


# C4H5NO

A single C4H5NO molecule (ωB97M-V with the def2-TZVPD basis set, the OMol25 dataset).

Kohn-Sham gap	10.5477	eV
energy relative to the best compared isomer or geometry (same formula, charge and spin)	150.74	kJ/mol
electronic energy	-7764.9642	eV

```
! wB97M-V def2-TZVPD RIJCOSX def2/J DEFGRID3
* xyz 0 1
C 1.4746 0.0624 -0.2588
C 0.0193 0.0775 0.0363
C -0.6923 -0.7756 0.9159
N -1.9829 -0.6870 0.7586
O -2.1697 0.2736 -0.2169
C -0.9724 0.7339 -0.6023
H 1.7226 0.8425 -0.9827
H 2.0836 0.1806 0.6411
H 1.7062 -0.9067 -0.7140
H -0.2526 -1.3798 1.6952
H -0.9363 1.5784 -1.2723
*
```